1.
{
  "formula": "C31H33CoN3PS3",
  "method": "ωB97M-V/def2-TZVPD",
  "spin_multiplicity": 5,
  "max_force_ha_per_bohr": 0.011,
  "charge": 2,
  "homo_lumo_gap_ev": [8.63, 5.64],
  "lumo_energy_ha": [-0.18855, -0.31315],
  "e_tot_ha": -4283.591906,
  "symbols": ["Co", "C", "C", "N", "C", "C", "S", "C", "C", "N", "H", "H", "H", "H", "H", "H", "H", "H", "H", "H", "H", "H", "H", "H", "S", "C", "N", "C", "C", "C", "C", "C", "C", "S", "H", "H", "H", "H", "C", "C", "C", "C", "C", "C", "P", "C", "C", "C", "C", "C", "C", "C", "C", "C", "C", "C", "C", "H", "H", "H", "H", "H", "H", "H", "H", "H", "H", "H", "H", "H", "H", "H"],
  "coordinates": [[0.73902, 0.69423, 0.82478], [2.29817, -0.20058, 3.34706], [1.26041, -1.27209, 3.07201], [0.05547, -0.71276, 2.43371], [-0.95150, -0.14552, 3.35049], [-0.59760, 1.22800, 3.91037], [0.00110, 2.38230, 2.64282], [1.66628, 2.80631, 3.23340], [2.80611, 2.07837, 2.51499], [2.45454, 0.68384, 2.16655], [3.24476, -0.66751, 3.60874], [2.00795, 0.40519, 4.20198], [1.00962, -1.78778, 3.99895], [1.66713, -2.01575, 2.38542], [-0.39307, -1.48679, 1.96632], [-1.13292, -0.81852, 4.18958], [-1.88214, -0.07558, 2.78862], [0.15044, 1.18190, 4.70269], [-1.48886, 1.67116, 4.34206], [1.66795, 2.63118, 4.30717], [1.77569, 3.87723, 3.09403], [3.69140, 2.11838, 3.14715], [3.04677, 2.59123, 1.58756], [3.19592, 0.32380, 1.58697], [2.85883, 1.25583, -1.04077], [1.55230, 2.22441, -1.42978], [0.49210, 2.30150, -0.60865], [-0.44204, 3.17799, -1.09024], [-1.64532, 3.54224, -0.45461], [-2.46553, 4.43092, -1.08549], [-2.12775, 4.98308, -2.34932], [-0.95467, 4.65854, -2.98316], [-0.10232, 3.75371, -2.33831], [1.43231, 3.19145, -2.84660], [-1.89622, 3.13979, 0.52068], [-3.39215, 4.73150, -0.60971], [-2.80750, 5.68749, -2.81952], [-0.69354, 5.09632, -3.94023], [0.21520, -5.43253, 1.03854], [-0.86014, -4.58698, 1.27740], [-0.89150, -3.32286, 0.69973], [0.15718, -2.87738, -0.11449], [1.22612, -3.74092, -0.35255], [1.25057, -5.00970, 0.21747], [0.09884, -1.14820, -0.72816], [0.88266, -1.08830, -2.36609], [0.15696, -0.74945, -3.50374], [0.79898, -0.60078, -4.73009], [2.16889, -0.78646, -4.83271], [2.90838, -1.10923, -3.70284], [2.27038, -1.24497, -2.47469], [-1.68020, -0.93056, -1.02643], [-2.38232, -1.83794, -1.82446], [-3.74592, -1.69003, -2.02426], [-4.43238, -0.64095, -1.41737], [-3.75714, 0.25796, -0.60944], [-2.38474, 0.11076, -0.41841], [0.23571, -6.42516, 1.47555], [-1.69227, -4.92134, 1.89139], [-1.76982, -2.69990, 0.85002], [2.03516, -3.45646, -1.00941], [2.08144, -5.67610, 0.00379], [-0.91335, -0.58887, -3.44454], [0.21854, -0.34752, -5.61084], [2.66148, -0.67652, -5.79124], [3.98451, -1.24626, -3.77161], [2.86562, -1.48999, -1.60287], [-1.85731, -2.66743, -2.29151], [-4.27971, -2.39874, -2.64808], [-5.50033, -0.53137, -1.57356], [-4.29541, 1.07357, -0.13245], [-1.87524, 0.81562, 0.22022]],
  "lowdin_spin": [2.6880, 0.0025, 0.0018, 0.0521, 0.0057, 0.0042, 0.0454, 0.0032, 0.0082, 0.0378, 0.0006, 0.0000, 0.0008, -0.0001, -0.0001, 0.0016, 0.0000, 0.0001, 0.0007, 0.0004, 0.0003, 0.0011, 0.0062, 0.0017, 0.5229, 0.0025, 0.1364, 0.0602, 0.0251, 0.0245, 0.0770, -0.0100, 0.0892, 0.0460, 0.0002, 0.0003, 0.0035, -0.0018, 0.0029, -0.0003, 0.0030, 0.0048, 0.0028, -0.0004, 0.0341, 0.0206, 0.0010, 0.0243, -0.0006, 0.0218, 0.0284, 0.0053, 0.0011, 0.0002, 0.0001, 0.0004, 0.0049, 0.0002, -0.0001, 0.0000, 0.0002, -0.0001, -0.0004, 0.0010, -0.0004, 0.0004, 0.0030, 0.0001, 0.0000, 0.0000, 0.0000, 0.0033]
}

2.
{
  "formula": "CH3BrO3P",
  "method": "ωB97M-V/def2-TZVPD",
  "max_force_ha_per_bohr": 0.057,
  "charge": -1,
  "homo_lumo_gap_ev": 8.06,
  "lumo_energy_ha": 0.10783,
  "e_tot_ha": -3181.084260,
  "symbols": ["C", "O", "O", "O", "P", "Br", "H", "H", "H"],
  "coordinates": [[1.13611, 0.52616, -0.00886], [-1.52983, 0.17436, -0.67192], [-0.69095, -1.11453, 1.43640], [0.16002, -1.97135, -0.87388], [-0.26740, -0.79611, 0.02217], [-2.72731, 1.31139, 0.11336], [1.50399, 0.29135, 1.01638], [1.70015, -0.00251, -0.82741], [0.71522, 1.58125, -0.20623]],
  "nbo_charge": [-1.0415, -0.9286, -1.1745, -1.1307, 2.2949, 0.2721, 0.2360, 0.2428, 0.2296]
}

3.
{
  "formula": "C5H9NO",
  "method": "ωB97M-V/def2-TZVPD",
  "spin_multiplicity": 2,
  "max_force_ha_per_bohr": 0.040,
  "charge": -1,
  "homo_lumo_gap_ev": [2.88, 6.99],
  "lumo_energy_ha": [0.13282, 0.13048],
  "e_tot_ha": -325.808687,
  "symbols": ["O", "C", "C", "C", "C", "C", "N", "H", "H", "H", "H", "H", "H", "H", "H", "H"],
  "coordinates": [[2.73938, 1.16314, 0.61114], [1.88052, 1.78316, 0.03673], [0.92312, 1.19823, -0.96437], [-0.42279, 0.62493, -0.53166], [-0.38153, -0.65099, 0.29728], [-1.77248, -2.44327, 0.92729], [-1.58447, -1.39626, 0.13578], [1.82386, 2.88333, 0.18945], [1.58122, 0.56463, -1.56372], [0.72187, 1.92070, -1.77075], [-1.06934, 0.46829, -1.39211], [-0.79974, 1.43559, 0.10756], [0.49781, -1.27025, 0.04217], [-0.28344, -0.31697, 1.35356], [-1.13749, -2.96916, 1.65368], [-2.71651, -2.99510, 0.86796]],
  "nbo_charge": [-0.5357, 0.4507, -0.5152, -0.3902, -0.2458, -0.4731, -0.6416, 0.0786, 0.2110, 0.1983, 0.2182, 0.1766, 0.1318, 0.1138, 0.0997, 0.1229]
}

4.
{
  "formula": "C5H4N4O2",
  "method": "ωB97M-V/def2-TZVPD",
  "max_force_ha_per_bohr": 0.098,
  "homo_lumo_gap_ev": [9.51, 9.51],
  "lumo_energy_ha": [-0.02980, -0.02980],
  "e_tot_ha": -562.213081,
  "symbols": ["C", "C", "C", "C", "C", "N", "N", "N", "N", "O", "O", "H", "H", "H", "H"],
  "coordinates": [[-0.43009, -2.06450, -0.03900], [-0.36984, 1.72764, 0.09427], [-0.07497, -0.72518, 0.04600], [1.02204, 0.04714, 0.01773], [2.30635, -0.62746, -0.05256], [-0.73223, -3.16942, 0.09821], [0.87279, 1.45772, -0.02038], [-1.26096, 0.70747, -0.07645], [-2.63734, 0.68353, -0.05868], [-3.16467, 1.73037, 0.10049], [-3.15478, -0.36483, -0.19406], [-0.51967, 2.81918, 0.21891], [2.75824, -0.40012, -1.10222], [3.11598, -0.19152, 0.71476], [2.26915, -1.63005, 0.25299]],
  "nbo_charge": [0.1920, 0.2739, 0.0454, 0.1879, -0.6539, -0.2132, -0.4585, -0.3029, 0.6613, -0.3701, -0.3435, 0.2437, 0.2544, 0.2457, 0.2378]
}

5.
{
  "formula": "C44H36IrN6O3S2",
  "method": "ωB97M-V/def2-TZVPD",
  "spin_multiplicity": 2,
  "max_force_ha_per_bohr": 0.049,
  "charge": 2,
  "homo_lumo_gap_ev": [6.53, 6.35],
  "lumo_energy_ha": [-0.22696, -0.23345],
  "e_tot_ha": -3152.819026,
  "symbols": ["Ir", "C", "O", "C", "C", "C", "C", "C", "C", "O", "C", "O", "C", "H", "H", "H", "H", "H", "H", "H", "H", "H", "N", "C", "C", "C", "C", "C", "C", "S", "N", "C", "C", "C", "C", "C", "C", "N", "H", "H", "H", "H", "H", "H", "H", "H", "H", "S", "C", "C", "C", "N", "C", "C", "C", "C", "C", "N", "C", "C", "H", "H", "H", "H", "H", "H", "H", "H", "N", "C", "C", "C", "C", "C", "C", "C", "C", "C", "C", "C", "C", "C", "H", "H", "H", "H", "H", "H", "H", "H", "H", "H"],
  "coordinates": [[-0.43950, -0.96090, -0.75926], [-4.49716, 2.45492, -5.27823], [-5.33914, 1.59802, -4.51217], [-4.79238, 0.81077, -3.59549], [-5.69828, -0.02249, -2.89397], [-5.23239, -0.87068, -1.94465], [-3.85436, -0.96355, -1.60242], [-3.40434, -1.88835, -0.61826], [-4.35659, -2.65983, 0.24936], [-2.18656, -2.16233, -0.38663], [-2.93775, -0.11939, -2.31648], [-1.65217, -0.07062, -2.14129], [-3.44566, 0.75615, -3.29647], [-5.15118, 2.97093, -5.97301], [-3.75702, 1.87771, -5.83482], [-3.99827, 3.18369, -4.63702], [-6.74966, 0.02602, -3.13898], [-5.95440, -1.51073, -1.46347], [-5.39651, -2.58467, -0.03380], [-4.24217, -2.29898, 1.27336], [-4.05423, -3.70766, 0.24608], [-2.72065, 1.37639, -3.80455], [2.77507, 0.03662, -3.34305], [3.47791, 1.22015, -3.03356], [4.59565, 1.57852, -3.77199], [5.31124, 2.71955, -3.44912], [4.90667, 3.52318, -2.39417], [3.77316, 3.18646, -1.67140], [3.06679, 2.03803, -1.98754], [1.60613, 1.66032, -1.08093], [1.27181, 0.09796, -1.57187], [1.78028, -0.50834, -2.61334], [1.24929, -1.82297, -2.95873], [1.77721, -2.65453, -3.94029], [1.19766, -3.88542, -4.18596], [0.08836, -4.26575, -3.44466], [-0.37200, -3.40486, -2.46633], [0.19489, -2.22215, -2.22454], [3.07904, -0.46039, -4.16277], [4.90776, 0.95282, -4.60089], [6.19108, 2.97896, -4.02067], [5.47046, 4.41063, -2.14480], [3.42460, 3.80327, -0.85184], [2.64998, -2.35294, -4.50143], [1.60272, -4.54277, -4.94295], [-0.40867, -5.21013, -3.60898], [-1.22158, -3.66087, -1.84841], [3.30300, -3.94558, 3.89334], [2.31635, -3.21069, 2.59981], [0.95427, -2.99979, 2.78046], [0.23156, -2.38771, 1.77734], [0.79723, -1.98833, 0.63046], [2.09847, -2.22755, 0.43603], [2.88833, -2.83681, 1.38828], [3.80944, -2.37909, 4.62097], [4.94234, -1.72592, 4.16351], [5.26731, -0.50737, 4.74882], [4.54265, 0.04386, 5.71490], [3.47885, -0.60667, 6.16938], [3.06649, -1.83093, 5.65363], [0.46808, -3.29863, 3.69801], [-0.82803, -2.19385, 1.88454], [2.52395, -1.91133, -0.50556], [3.93661, -3.01137, 1.19323], [5.56138, -2.15159, 3.38566], [6.14010, 0.04869, 4.42673], [2.93032, -0.12910, 6.97271], [2.19901, -2.33939, 6.05130], [-0.89372, 0.29986, 0.60167], [-1.10733, 1.23592, 1.40605], [-0.00241, 1.84855, 2.19441], [-0.04537, 3.19358, 2.55221], [0.98176, 3.73853, 3.30697], [2.04769, 2.94796, 3.71540], [2.10410, 1.61056, 3.34348], [1.08942, 1.06657, 2.57676], [-2.50191, 1.72130, 1.60481], [-3.33489, 1.86440, 0.49605], [-4.64190, 2.28798, 0.66427], [-5.12642, 2.54940, 1.93915], [-4.30033, 2.39610, 3.04539], [-2.98685, 1.98696, 2.88323], [-0.87161, 3.81567, 2.23373], [0.94309, 4.78218, 3.58805], [2.83190, 3.37123, 4.32866], [2.93453, 0.99276, 3.66254], [1.11924, 0.02291, 2.29126], [-2.94123, 1.67139, -0.49357], [-5.28378, 2.41172, -0.19818], [-6.14978, 2.87346, 2.07236], [-4.68104, 2.59371, 4.03817], [-2.34600, 1.85667, 3.74595]],
  "lowdin_spin": [0.1629, 0.0000, -0.0001, 0.0000, 0.0007, -0.0001, 0.0006, 0.0005, 0.0003, 0.0045, 0.0002, 0.0020, 0.0004, 0.0000, 0.0000, 0.0000, 0.0000, 0.0000, 0.0001, 0.0000, 0.0000, 0.0000, -0.0005, 0.0001, 0.0000, 0.0001, -0.0001, 0.0002, -0.0001, 0.0018, 0.0024, -0.0006, 0.0024, -0.0007, 0.0036, -0.0008, 0.0039, -0.0004, 0.0000, 0.0000, 0.0000, 0.0000, 0.0000, -0.0001, 0.0002, -0.0001, 0.0002, -0.0001, -0.0006, 0.0004, -0.0006, 0.0026, -0.0006, 0.0003, -0.0001, 0.0000, 0.0000, 0.0000, 0.0000, 0.0000, 0.0000, -0.0002, 0.0000, 0.0000, 0.0000, 0.0000, 0.0000, 0.0000, 0.6353, 0.0824, 0.0418, 0.0003, 0.0036, -0.0049, 0.0012, -0.0002, 0.0441, 0.0031, 0.0011, -0.0016, 0.0041, 0.0023, 0.0001, 0.0005, -0.0003, 0.0004, 0.0008, 0.0006, 0.0003, -0.0001, 0.0005, 0.0002]
}

6.
{
  "formula": "C20H25N3O6S",
  "method": "ωB97M-V/def2-TZVPD",
  "max_force_ha_per_bohr": 0.357,
  "homo_lumo_gap_ev": 7.95,
  "lumo_energy_ha": -0.00806,
  "e_tot_ha": -1790.290219,
  "symbols": ["C", "H", "H", "C", "H", "H", "C", "N", "C", "O", "C", "H", "H", "O", "C", "O", "C", "C", "N", "N", "C", "O", "C", "C", "C", "C", "C", "C", "H", "H", "H", "H", "H", "H", "H", "C", "C", "H", "H", "S", "O", "O", "C", "C", "H", "H", "H", "H", "H", "H", "C", "H", "H", "H", "H"],
  "coordinates": [[-1.79926, -1.20606, -2.31471], [-1.56226, -1.64012, -3.39440], [-2.42586, -0.31686, -2.49305], [-0.48058, -0.69049, -1.88069], [-0.68659, -0.45912, -1.00135], [-0.26408, 0.08756, -2.42798], [0.45974, -1.86836, -1.61859], [1.51750, -1.47710, -0.85787], [1.93649, -2.42859, 0.02471], [3.14918, -2.48608, 0.57600], [0.87995, -3.20953, 0.72765], [1.34810, -4.06734, 1.20490], [0.27380, -4.06132, -0.10820], [0.24216, -2.47369, 1.64884], [-1.05582, -2.26102, 1.22528], [-1.78494, -2.78058, 0.61552], [-1.46122, -1.29052, 2.33515], [-1.73832, 0.05294, 1.52503], [-0.58605, 1.01656, 1.30120], [-0.77539, 2.04616, 0.71625], [-1.86083, 2.39107, -0.26634], [-1.86814, 3.48186, -0.71698], [-2.98323, 1.61489, -0.02852], [-4.18475, 1.84091, -0.65313], [-5.20408, 1.10830, -1.03399], [-5.06241, -0.19882, -0.03180], [-4.01536, -0.70588, 0.71876], [-2.88435, 0.50057, 0.67751], [-4.07483, -1.46923, 1.40596], [-5.95650, -0.93305, 0.06315], [-6.07837, 1.27180, -1.41472], [-4.15548, 2.66619, -1.54812], [0.15922, 2.57189, 0.55635], [-2.44460, -1.54011, 2.75878], [-0.74374, -1.01217, 3.01718], [2.22295, 0.00980, -0.63076], [2.34779, 0.30967, 0.59306], [1.36829, 0.45145, 1.54276], [2.98944, -0.25759, 1.36476], [2.96640, 2.03579, 0.52550], [4.07724, 2.24803, 1.61223], [1.88006, 2.89817, 0.33020], [3.87003, 1.36263, -1.06631], [3.54145, -0.19832, -1.24200], [4.16557, -0.64510, -0.78832], [3.76594, -0.41756, -2.32983], [5.11149, 1.46154, -0.90496], [3.72644, 1.88799, -1.86047], [1.54985, 0.59758, -1.29554], [-0.07758, -2.61656, -1.49666], [1.28323, -1.86052, -3.17967], [2.07888, -2.60118, -3.10348], [1.86613, -0.90441, -3.56812], [0.61291, -2.33374, -3.78011], [-2.12254, -2.04238, -1.61961]],
  "nbo_charge": [-0.5941, 0.1881, 0.2213, -0.4255, 0.1822, 0.2001, 0.0301, -0.4465, 0.6146, -0.6538, -0.1767, 0.2219, 0.1828, -0.4960, 0.8376, -0.5059, -0.5319, 0.0867, -0.1512, -0.3304, 0.6208, -0.5576, -0.3157, -0.1268, -0.1607, -0.1790, -0.2431, 0.0602, 0.2207, 0.1935, 0.2083, 0.2194, 0.4333, 0.2345, 0.2470, -0.1039, -0.7295, 0.3211, 0.3259, 2.0761, -0.8786, -0.9371, -0.5797, -0.3288, 0.1988, 0.2282, 0.2511, 0.1931, 0.2572, 0.2047, -0.6387, 0.1979, 0.2107, 0.1975, 0.2258]
}

Number 1: M 633.73 g/mol. Number 2: M 173.91 g/mol. Number 3: M 99.13 g/mol. Number 4: M 152.11 g/mol. Number 5: M 953.16 g/mol. Number 6: M 435.50 g/mol.